(1)
93
Properties=species:S:1:pos:R:3:lowdin_charge:R:1 method="wB97M-V/def2-TZVPD" homo_lumo_gap_ev=8.25 max_force_ev_per_a=0.9 energy_ha=-2834.07405 total_charge=+3
Y 0.3901 -0.3020 -0.4043 1.4753
C -4.7686 2.5345 -0.6638 0.0076
N -3.3643 2.3203 -0.3056 -0.1018
C -2.6168 3.1704 0.4580 -0.0083
C -1.3691 2.6271 0.5315 -0.1102
N -1.3436 1.4594 -0.1831 -0.0529
C -2.5680 1.2938 -0.6815 -0.4509
P -3.1415 -0.0529 -1.7712 1.2070
C -1.7605 0.0613 -2.9622 -0.4520
N -0.4553 0.1467 -2.6922 -0.0488
C 0.1601 0.4823 -3.8715 -0.1133
C -0.7782 0.5899 -4.8540 -0.0054
N -1.9818 0.3262 -4.2702 -0.1027
C -3.2702 0.3186 -4.9697 0.0071
C -2.6653 -1.4718 -0.7208 -0.4395
N -1.6246 -1.5431 0.1130 -0.0670
C -1.7957 -2.6822 0.8549 -0.1159
C -2.9407 -3.3049 0.4613 -0.0049
N -3.4809 -2.5352 -0.5299 -0.1006
C -4.7340 -2.8524 -1.2175 0.0102
H -5.1704 3.3166 -0.0268 0.1064
H -4.8533 2.8489 -1.7020 0.1027
H -5.3426 1.6252 -0.5065 0.0904
H -3.0252 4.0702 0.8846 0.1437
H -0.5072 3.0058 1.0554 0.1168
H 1.2235 0.6131 -3.9609 0.0904
H -0.6787 0.8345 -5.8977 0.1451
H -3.0930 0.5492 -6.0158 0.1065
H -3.7334 -0.6624 -4.8987 0.1005
H -3.9359 1.0710 -4.5536 0.0929
H -1.1164 -2.9741 1.6384 0.1193
H -3.4092 -4.2116 0.8047 0.1472
H -5.4709 -3.1718 -0.4852 0.1105
H -5.1056 -1.9724 -1.7342 0.0648
H -4.5725 -3.6523 -1.9372 0.1089
N 1.2918 0.3053 2.9911 0.0000
C 0.7820 0.6731 4.1716 -0.0333
C -0.5930 0.6404 4.0550 -0.0152
C -0.8242 0.2216 2.7489 -0.1598
N 0.3254 0.0065 2.0933 -0.0817
H 2.2636 0.1248 2.7747 0.1179
H 1.4182 0.9245 5.0043 0.1429
H -1.3222 0.8793 4.8083 0.1184
H -1.7692 0.0588 2.2579 0.1022
I 1.0514 -6.4625 0.5424 0.9892
C 0.7830 -5.0156 -0.9260 -0.7089
C 0.5583 -5.3412 -2.2573 -0.0788
C 0.3647 -4.3101 -3.1644 -0.0132
C 0.3917 -3.0008 -2.7199 -0.1281
N 0.6137 -2.6804 -1.4381 -0.0425
C 0.8140 -3.6798 -0.5698 -0.2677
H 0.5423 -6.3735 -2.5808 0.1208
H 0.1977 -4.5166 -4.2124 0.1262
H 0.2448 -2.1812 -3.4106 0.0928
H 1.0272 -3.4089 0.4592 0.0748
C 3.4806 -0.5850 -3.0305 -0.0934
C 4.2221 -0.8418 -1.7175 -0.6680
C 4.1511 -2.3344 -1.3680 -0.0804
C 5.6987 -0.4660 -1.8634 -0.0592
P 3.2844 0.0512 -0.3436 1.0802
C 4.0916 -0.5751 1.1607 -0.3978
C 3.5240 -1.6756 1.8081 -0.1542
C 4.1572 -2.2778 2.8863 -0.0512
C 5.3772 -1.7855 3.3280 -0.0343
C 5.9574 -0.6951 2.6919 -0.0306
C 5.3235 -0.0957 1.6141 -0.0836
C 3.4261 1.9277 -0.4140 -0.6836
C 4.6703 2.4799 -1.1058 -0.0614
C 2.1813 2.3780 -1.1943 -0.1127
C 3.3201 2.4887 1.0064 -0.0765
H 3.9736 -1.1256 -3.8411 0.1088
H 3.4845 0.4739 -3.2994 0.0726
H 2.4476 -0.9448 -2.9779 0.0395
H 4.4770 -2.9092 -2.2372 0.1059
H 3.1429 -2.6603 -1.1102 0.0435
H 4.8145 -2.5802 -0.5395 0.0939
H 6.1808 -1.2333 -2.4731 0.1050
H 6.2208 -0.4531 -0.9073 0.0805
H 5.8482 0.4848 -2.3659 0.0730
H 2.5806 -2.0850 1.4550 0.0723
H 3.7079 -3.1310 3.3772 0.1186
H 5.8791 -2.2538 4.1638 0.1239
H 6.9111 -0.3147 3.0322 0.1251
H 5.7925 0.7547 1.1362 0.1024
H 4.6877 2.2399 -2.1678 0.0792
H 5.5941 2.1248 -0.6531 0.0825
H 4.6637 3.5689 -1.0186 0.1053
H 2.1464 1.9577 -2.2020 0.0626
H 2.1673 3.4652 -1.2947 0.1139
H 1.2541 2.1139 -0.6612 0.0194
H 4.1977 2.2647 1.6089 0.0804
H 2.4338 2.1146 1.5275 0.0576
H 3.2278 3.5755 0.9485 0.1057

(2)
98
Properties=species:S:1:pos:R:3:lowdin_charge:R:1 method="wB97M-V/def2-TZVPD" homo_lumo_gap_ev="6.45 / 6.50" spin_multiplicity=2 max_force_ev_per_a=3.5 energy_ha=-4001.90984 s2=0.9124 total_charge=-2
V 1.1206 2.6207 -1.3233 1.0188
O 1.3558 1.3038 0.0518 -0.1719
C 2.3924 0.8877 0.7158 -0.3053
C 2.2551 -0.2433 1.5536 -0.0045
C 3.3361 -0.7433 2.2386 -0.0792
C 4.6044 -0.1508 2.1467 -0.1180
C 4.7468 0.9741 1.3701 -0.0697
C 3.6661 1.5141 0.6553 -0.1294
C 3.8750 2.7564 -0.0494 -0.0652
N 2.9935 3.3501 -0.7483 -0.0424
C 3.2278 4.6594 -1.3285 -0.1744
C 2.8647 4.6297 -2.8112 -0.1766
N 1.6953 3.7608 -2.9959 -0.0196
C 1.1915 3.6747 -4.1676 -0.0730
C 0.0134 2.9383 -4.5482 -0.1316
C -0.3439 2.9584 -5.9072 -0.0644
C -1.4865 2.3565 -6.3724 -0.1214
C -2.3272 1.7207 -5.4445 -0.1007
C -2.0188 1.6888 -4.1095 -0.0098
C -0.8263 2.2765 -3.6008 -0.3374
O -0.5675 2.1768 -2.3491 -0.1456
H 1.2656 -0.6703 1.6718 0.0695
H 3.1937 -1.6086 2.8769 0.0911
H 5.4469 -0.5576 2.6913 0.0841
H 5.7090 1.4724 1.3006 0.1007
H 4.8597 3.2207 0.0671 0.1318
H 4.2631 4.9885 -1.1899 0.1196
H 2.5654 5.3564 -0.8076 0.1061
H 3.6942 4.2188 -3.3818 0.0950
H 2.6409 5.6421 -3.1593 0.1212
H 1.6726 4.2330 -4.9785 0.1370
H 0.3216 3.4640 -6.6001 0.1043
H -1.7323 2.3696 -7.4257 0.0852
H -3.2379 1.2422 -5.7878 0.0950
H -2.6659 1.1998 -3.3917 0.1110
C 0.0330 -0.6674 -1.6265 0.0174
C 1.1137 -0.3085 -2.5894 -0.3044
N 1.9095 0.7531 -2.6183 0.1376
C 2.8033 0.5302 -3.6581 -0.1005
C 2.4989 -0.6509 -4.2864 -0.0742
N 1.4458 -1.1545 -3.5872 0.1740
C 3.0048 -1.4390 -5.4725 -0.5985
O 3.9553 -0.9222 -6.1308 -0.0076
O 2.4308 -2.5136 -5.6782 -0.0019
C 3.9878 1.3924 -3.9161 -0.4908
O 4.6738 1.1370 -5.0039 0.0884
O 4.3176 2.2700 -3.1399 0.0497
H -0.6670 0.1512 -1.4881 0.0675
H 0.4530 -0.8975 -0.6489 0.0700
H -0.5024 -1.5437 -1.9959 0.0838
H 1.0252 -2.0375 -3.8322 0.1609
H 4.3533 0.2615 -5.5080 0.0310
C -3.7495 0.6164 0.6613 -0.0616
C -3.9623 -0.8499 1.0267 -0.6680
C -5.0658 -0.9806 2.0778 -0.0363
C -4.3393 -1.6368 -0.2278 -0.0412
O -2.7844 -1.4623 1.5164 -0.1712
Si -1.6771 -1.0289 2.6942 -0.1972
S -1.0414 0.8864 2.8129 0.2876
O -0.4261 -2.0698 2.3185 -0.1873
C -0.3690 -3.4615 2.0723 -0.6505
C -0.2252 -3.6524 0.5623 -0.0302
C 0.8774 -3.9812 2.7858 -0.0294
C -1.5998 -4.2172 2.5726 -0.0345
O -2.4303 -1.6758 4.0577 -0.1831
C -2.1699 -1.4183 5.4274 -0.6790
C -2.8039 -0.0894 5.8328 -0.0556
C -0.6690 -1.4055 5.7150 -0.0453
C -2.8319 -2.5636 6.1937 -0.0475
H -4.6462 1.0038 0.1673 0.0805
H -2.8980 0.7204 -0.0131 0.0787
H -3.5290 1.2147 1.5432 0.0382
H -6.0125 -0.5832 1.7014 0.0766
H -4.7831 -0.4340 2.9787 0.0769
H -5.1990 -2.0302 2.3493 0.0838
H -5.3076 -1.3122 -0.6174 0.0759
H -4.3899 -2.7029 0.0050 0.0784
H -3.5822 -1.4872 -0.9999 0.0767
H 0.6658 -3.1307 0.2082 0.0775
H -1.0969 -3.2258 0.0630 0.0784
H -0.1426 -4.7112 0.3003 0.0802
H 1.7572 -3.4461 2.4242 0.0686
H 1.0148 -5.0507 2.6047 0.0791
H 0.7895 -3.8141 3.8613 0.0725
H -2.4972 -3.8600 2.0679 0.0766
H -1.7357 -4.0672 3.6435 0.0682
H -1.4737 -5.2852 2.3729 0.0805
H -2.3908 0.7111 5.2183 0.0286
H -2.6118 0.1220 6.8891 0.0761
H -3.8851 -0.1338 5.6762 0.0782
H -0.1967 -0.5592 5.2148 0.0548
H -0.2136 -2.3255 5.3407 0.0688
H -0.4888 -1.3394 6.7924 0.0792
H -3.8821 -2.6369 5.9045 0.0798
H -2.7703 -2.3997 7.2730 0.0751
H -2.3430 -3.5106 5.9542 0.0711
O 0.3625 4.0011 -0.5174 -0.3548
O 0.1524 5.2216 -0.1867 -0.2063